# C2H11NO4

A 4-piece molecular cluster, C2H11NO4 overall at a distorted geometry (wB97M-V/def2-TZVPD, OMol25).

Values from the calculation:
SMILES	CC(N)=O.O.O.O
gap between HOMO and LUMO	10.30	eV

```
! RIJCOSX wB97M-V def2-TZVPD def2/J DEFGRID3
* xyz 0 1
C -1.48 0.13 -2.13
C -0.82 1.53 -2.02
N -1.82 2.52 -1.92
O 0.41 1.86 -2.16
H -0.57 -0.47 -2.39
H -1.79 -0.14 -1.16
H -2.26 0.17 -2.83
H -2.60 2.35 -1.36
H -1.57 3.49 -2.13
H 2.57 1.69 0.43
H 3.12 2.04 -1.14
O 3.18 1.48 -0.33
H -1.10 -4.25 2.62
H -1.41 -2.95 3.40
O -1.44 -3.92 3.48
H 2.73 -2.51 2.68
H 2.14 -1.47 3.86
O 2.71 -1.54 3.08
*
```

---

# C2H11NO4

A 4-piece molecular cluster, C2H11NO4 overall at a distorted geometry (wB97M-V/def2-TZVPD, OMol25).

Values from the calculation:
SMILES	CNC=O.O.O.O
gap between HOMO and LUMO	10.13	eV

```
! RIJCOSX wB97M-V def2-TZVPD def2/J DEFGRID3
* xyz 0 1
C 1.08 -1.75 0.25
N -0.09 -1.19 -0.14
C -1.39 -1.42 0.42
O 2.16 -1.25 0.01
H 1.00 -2.75 0.72
H 0.10 -0.34 -0.66
H -1.98 -2.19 -0.08
H -2.13 -0.62 0.45
H -1.30 -1.70 1.48
H -0.08 1.12 -2.75
H 1.14 1.58 -1.63
O 0.28 1.18 -1.85
H 2.51 1.46 0.44
H 2.75 0.60 -0.72
O 2.58 1.52 -0.50
H -1.55 1.94 1.90
H -2.65 2.20 0.98
O -2.44 1.62 1.68
*
```

---

- Which of these has the lowest gap between HOMO and LUMO?
  number 2